# 1
114
Properties=species:S:1:pos:R:3:forces:R:3:lowdin_charge:R:1 method="wB97M-V/def2-TZVPD" homo_energy_ev=-8.315 charge=0 multiplicity=1 largest_force_ha_per_bohr=0.051 orbital_gap_ev=8.625
Sc 1.81401 2.17532 -0.87149 0.012 -0.919 2.434 0.326
N 3.42531 3.52942 0.33931 0.317 0.128 0.013 -0.085
C 3.48971 4.69002 -0.56009 0.260 0.066 -0.506 -0.146
C 3.42371 4.19322 -2.03639 0.976 1.653 0.547 -0.604
O 3.93351 4.84172 -2.91859 -0.197 -0.148 -0.018 0.093
O 2.78061 3.08372 -2.17779 0.493 -0.005 -1.481 -0.141
H 3.23471 3.82402 1.30281 -0.087 -0.332 -0.479 0.088
H 4.33861 3.05852 0.35011 -0.507 0.128 0.029 0.084
H 4.39911 5.29162 -0.44079 -0.247 -0.056 -0.060 0.125
H 2.61661 5.33602 -0.38869 0.171 -0.164 -0.014 0.125
C 1.22131 3.27522 -4.92509 0.040 -0.015 0.095 -0.032
C 0.16321 3.08702 -3.87689 -0.367 0.026 -0.079 -0.270
C -0.05329 4.04592 -2.88409 -0.258 -0.132 -0.127 -0.024
C -1.11919 3.93912 -1.98929 -0.007 0.012 -0.162 -0.244
C -1.47219 5.08842 -1.09279 0.008 -0.062 0.068 -0.052
C -1.93219 2.79712 -2.02629 0.133 0.137 -0.392 -0.174
C -1.75609 1.85402 -3.04319 -0.077 0.219 -0.096 -0.270
C -2.67619 0.68012 -3.17709 0.019 -0.021 0.065 -0.024
C -0.71949 2.01602 -3.95439 0.082 0.282 0.087 -0.034
C -2.98169 2.57662 -0.99749 -0.075 0.016 0.017 -0.219
C -4.27509 3.06312 -1.14359 0.107 0.059 -0.023 -0.024
C -5.22879 2.82702 -0.16749 -0.078 0.023 -0.036 -0.052
C -4.90639 2.08622 0.95331 0.033 -0.044 0.069 -0.020
C -3.61699 1.59312 1.12211 -0.093 0.034 -0.120 -0.232
C -2.66659 1.83812 0.14181 0.915 -0.258 0.193 -0.181
Ge -0.75569 1.35322 0.49241 -0.510 -0.601 -0.093 0.159
S 0.37781 3.14542 0.95931 0.184 -0.322 -0.249 0.270
S 0.24151 0.29702 -1.40509 -0.126 -0.212 0.893 0.395
Ge 1.47181 -0.84478 0.28341 -0.588 -0.152 -0.063 0.184
S 3.28561 0.35602 0.31581 -0.577 0.021 -0.168 0.199
S -0.16929 -0.37228 1.83851 0.251 0.260 -0.710 0.361
C 1.60011 -2.82988 -0.04379 -0.126 1.082 0.052 -0.181
C 1.92091 -3.61428 1.06111 -0.015 -0.140 -0.079 -0.236
C 1.99031 -4.99308 0.92701 -0.017 0.032 0.014 -0.017
C 1.75241 -5.58158 -0.30209 0.060 -0.110 0.007 -0.051
C 1.45131 -4.79708 -1.39699 -0.028 0.048 -0.049 -0.027
C 1.36331 -3.41048 -1.28289 0.027 -0.137 0.056 -0.218
C 1.00671 -2.63678 -2.49419 -0.037 -0.001 -0.376 -0.191
C -0.32039 -2.64738 -2.93399 0.053 -0.030 -0.034 -0.243
C -1.39029 -3.27258 -2.08749 0.021 0.014 -0.049 -0.019
C -0.63759 -2.04938 -4.14329 0.066 -0.009 0.027 -0.025
C 0.33251 -1.42948 -4.91879 0.019 0.052 0.035 -0.276
C 0.00481 -0.88498 -6.27779 0.055 -0.093 0.011 -0.054
C 1.63341 -1.38048 -4.44039 -0.113 -0.021 0.031 -0.008
C 1.99081 -1.99058 -3.24559 -0.025 -0.131 0.023 -0.228
C 3.41901 -1.96688 -2.78779 0.003 0.121 0.083 -0.024
C 2.21391 -2.95898 2.35241 0.046 -0.131 0.353 -0.181
C 1.22161 -2.81538 3.32211 0.144 -0.050 0.008 -0.263
C -0.14189 -3.41188 3.14831 -0.005 -0.004 -0.029 -0.050
C 1.52751 -2.14298 4.49651 0.087 0.051 -0.022 -0.013
C 2.79451 -1.64268 4.73561 0.019 -0.054 0.004 -0.258
C 3.09701 -0.84398 5.96531 -0.009 0.019 -0.026 -0.046
C 3.79231 -1.88248 3.79991 -0.123 -0.010 -0.060 -0.002
C 3.52261 -2.53538 2.61011 0.063 0.058 0.123 -0.226
C 4.62601 -2.82848 1.63911 -0.047 0.043 -0.077 -0.034
C -3.27259 0.84162 2.34911 -0.117 -0.099 0.385 -0.186
C -2.78569 1.51382 3.47001 -0.101 -0.048 -0.081 -0.220
C -2.51549 2.98812 3.45171 0.083 0.032 -0.025 -0.027
C -2.54109 0.79452 4.63231 0.043 -0.199 0.001 -0.007
C -2.77709 -0.56738 4.70641 0.031 0.095 0.012 -0.271
C -2.53699 -1.32718 5.97601 -0.007 0.012 -0.047 -0.043
C -3.25119 -1.22188 3.57591 -0.020 0.100 -0.028 -0.030
C -3.49919 -0.53798 2.39951 -0.045 -0.066 0.068 -0.243
C -3.99269 -1.27668 1.19191 0.038 0.006 0.044 -0.020
H 1.84941 4.13332 -4.70079 0.080 0.023 -0.014 0.072
H 0.75531 3.42342 -5.90089 0.008 0.012 -0.017 0.088
H 1.86431 2.39872 -4.99179 0.062 -0.057 -0.005 0.082
H 0.55631 4.94412 -2.88789 0.025 -0.013 0.093 0.125
H -0.76169 5.90092 -1.21929 0.058 0.091 0.042 0.082
H -1.48509 4.79392 -0.04539 -0.007 0.007 0.039 0.033
H -2.46679 5.45472 -1.34519 -0.059 0.087 -0.026 0.087
H -3.63239 0.86952 -2.69659 -0.075 -0.084 -0.028 0.080
H -2.21909 -0.19378 -2.71299 -0.054 -0.153 0.051 0.052
H -2.84099 0.45232 -4.22769 -0.035 -0.062 -0.085 0.085
H -0.59999 1.28862 -4.74329 0.020 -0.118 -0.116 0.105
H -4.53009 3.63512 -2.02399 -0.006 0.060 -0.108 0.124
H -6.22579 3.22782 -0.28089 -0.081 0.007 -0.029 0.106
H -5.63829 1.89802 1.72631 -0.097 0.000 0.037 0.126
H 2.23431 -5.59948 1.78741 0.033 -0.040 0.098 0.125
H 1.81241 -6.65488 -0.40819 0.002 -0.095 -0.010 0.106
H 1.27541 -5.25448 -2.36109 -0.023 -0.013 -0.084 0.127
H -1.45559 -2.74328 -1.13409 -0.079 -0.030 0.107 0.081
H -1.16229 -4.31578 -1.86919 -0.070 -0.005 0.054 0.081
H -2.35669 -3.22318 -2.58459 -0.065 0.016 0.007 0.081
H -1.66269 -2.07748 -4.48779 -0.100 0.007 -0.064 0.116
H -1.04349 -0.60428 -6.35949 -0.057 0.055 -0.017 0.074
H 0.20361 -1.65258 -7.02789 -0.031 0.037 -0.095 0.086
H 0.62941 -0.02568 -6.51219 -0.007 0.105 -0.073 0.073
H 2.39691 -0.87998 -5.02129 0.084 0.024 -0.087 0.121
H 4.08511 -1.75018 -3.62039 0.054 -0.011 -0.017 0.083
H 3.70231 -2.91828 -2.33869 0.080 -0.003 0.003 0.087
H 3.55941 -1.18728 -2.03259 0.108 -0.071 -0.001 0.032
H -0.40989 -3.49968 2.09871 -0.104 -0.009 -0.053 0.073
H -0.88279 -2.79338 3.64701 -0.145 0.013 0.016 0.046
H -0.16759 -4.41038 3.58911 -0.045 -0.062 -0.001 0.094
H 0.75141 -1.99988 5.23321 -0.147 0.057 0.133 0.110
H 2.26691 -0.87248 6.66521 -0.047 0.005 0.112 0.073
H 3.27141 0.19492 5.68781 0.031 0.102 0.063 0.085
H 3.99261 -1.21358 6.46081 0.060 0.006 0.084 0.080
H 4.79961 -1.54988 4.00231 0.160 0.089 0.004 0.119
H 5.56731 -2.42078 1.99851 0.067 0.031 -0.032 0.081
H 4.40781 -2.39928 0.66121 0.071 0.028 -0.068 0.053
H 4.73721 -3.90458 1.50601 0.053 -0.066 -0.037 0.088
H -3.08249 3.48972 2.67141 0.003 0.106 0.000 0.080
H -1.45529 3.16352 3.26381 0.043 0.112 -0.032 0.052
H -2.76149 3.43402 4.41291 -0.025 0.055 0.054 0.084
H -2.15659 1.31652 5.49771 0.013 0.058 0.124 0.119
H -2.22919 -0.65748 6.77491 0.027 -0.008 0.097 0.076
H -1.75919 -2.07658 5.83291 0.061 -0.089 0.052 0.064
H -3.44459 -1.84548 6.28311 -0.011 -0.055 0.086 0.083
H -3.43489 -2.28788 3.61141 -0.013 -0.107 0.021 0.120
H -4.07459 -2.33818 1.41051 -0.019 -0.091 -0.049 0.079
H -3.29829 -1.14488 0.36201 0.022 -0.023 -0.136 0.074
H -4.96739 -0.90998 0.87221 -0.051 0.019 -0.079 0.086



# 2
23
Properties=species:S:1:pos:R:3:forces:R:3:nbo_charge:R:1 method="wB97M-V/def2-TZVPD" homo_energy_ev=-13.644 charge=+1 multiplicity=1 largest_force_ha_per_bohr=0.113 orbital_gap_ev=10.391 e_above_lowest_kcal_mol=51.1
N -1.29171 -0.10445 0.02266 -0.022 0.198 -4.068 -0.770
C -1.06273 -0.16438 -1.37560 1.095 0.542 5.360 0.413
N 0.13447 0.25872 -1.69007 -1.607 -1.566 -4.856 -0.687
H -0.83080 0.55180 0.64729 0.609 -0.105 -0.123 0.446
H -1.97807 -0.61372 0.51488 -1.222 -0.514 -0.247 0.414
H -1.77121 -0.55113 -2.11419 0.387 -0.279 0.508 0.267
H 0.51085 0.07275 -2.64647 -0.789 0.382 0.723 0.452
H 0.78459 0.67812 -1.12643 1.616 1.056 2.432 0.430
H 1.48154 3.13408 0.64683 -0.941 1.680 0.280 0.474
H 2.89827 2.78946 0.34581 4.486 2.049 -0.574 0.480
O 2.08502 2.45421 0.46300 -3.742 -3.768 0.216 -0.951
H -2.66132 -3.72880 -2.40763 -1.712 -3.374 -2.534 0.481
H -2.70531 -3.28160 -0.89807 0.138 -0.407 -1.481 0.486
O -2.38355 -3.12335 -1.81477 1.589 3.889 4.039 -0.964
H 0.93749 0.07573 6.04045 0.260 -0.362 0.558 0.472
H 2.13299 0.42692 7.01157 0.684 -1.018 1.525 0.481
O 1.63002 0.69270 6.28003 -0.960 1.362 -2.101 -0.953
H 0.21219 -1.52812 -5.38611 2.135 1.590 1.607 0.486
H 1.54533 -0.76207 -5.56684 0.613 0.264 -0.487 0.484
O 0.93636 -0.98340 -4.87291 -2.812 -1.752 -0.900 -0.967
H -0.74598 1.08965 3.20894 0.575 -0.223 -1.431 0.500
H 0.43370 1.62275 2.39233 0.313 -0.059 -0.061 0.497
O -0.29213 0.99412 2.32529 -0.692 0.414 1.617 -0.970



# 3
64
Properties=species:S:1:pos:R:3:forces:R:3:nbo_charge:R:1 method="wB97M-V/def2-TZVPD" homo_energy_ev=-4.521 charge=-1 multiplicity=1 largest_force_ha_per_bohr=0.018 orbital_gap_ev=7.074
C 2.03516 1.14062 3.15152 0.188 0.229 -0.072 -0.629
C 1.93862 0.72221 1.67992 -0.051 -0.732 0.177 -0.211
N 0.57425 0.33531 1.30765 0.077 0.810 -0.277 -1.140
Al -0.62837 1.68003 0.78763 -0.248 -0.867 0.147 1.194
C -1.82153 2.17168 2.35426 -0.122 0.089 -0.597 -0.989
C -3.30216 2.11968 2.10662 -0.146 -0.076 0.384 0.003
C -4.16763 1.62353 3.09440 -0.166 0.007 -0.295 -0.209
C -5.54599 1.56033 2.91823 0.547 0.150 -0.223 -0.226
C -6.12385 2.01103 1.73304 0.193 -0.101 0.212 -0.065
C -7.61551 1.97093 1.55662 0.130 0.241 -0.006 -0.618
C -5.27405 2.50537 0.74655 -0.036 -0.097 0.222 -0.223
C -3.89251 2.55460 0.92154 -0.369 0.012 0.123 -0.164
P 0.50829 3.73499 0.24750 -0.069 -0.131 0.663 1.772
O 1.48284 4.16485 1.29913 0.292 0.048 -0.006 -1.182
O -0.62080 4.92855 0.13104 0.010 -0.111 -0.377 -1.018
O 1.22184 3.79190 -1.22385 -0.139 0.064 -0.109 -1.014
H 2.78655 0.55216 3.67515 0.076 -0.080 0.131 0.184
H 1.07944 0.97712 3.63641 -0.176 -0.046 0.096 0.215
H 2.30259 2.18942 3.25930 -0.058 0.148 -0.014 0.216
H 2.58883 -0.14697 1.54431 0.097 -0.078 -0.078 0.158
H 2.36306 1.50917 1.05001 0.012 0.196 -0.049 0.155
H 0.60756 -0.41729 0.63503 -0.011 -0.014 -0.122 0.365
H -1.40930 1.18895 -0.53197 -0.150 0.045 -0.007 -0.416
H -1.55956 3.17196 2.70655 0.077 0.111 0.095 0.224
H -1.58330 1.46803 3.14858 0.152 -0.019 0.220 0.219
H -3.73971 1.27021 4.02120 0.076 -0.044 0.136 0.196
H -6.15271 1.15808 3.71739 -0.192 -0.044 0.046 0.191
H -7.87893 1.97540 0.50275 -0.126 -0.089 -0.119 0.206
H -8.08551 2.83990 2.01558 -0.064 0.169 0.019 0.204
H -8.04582 1.10159 2.04182 -0.085 -0.250 -0.037 0.205
H -5.71980 2.84075 -0.17981 0.058 0.084 -0.182 0.191
H -3.26771 2.92419 0.12427 0.106 0.061 -0.133 0.216
H -0.55493 5.39043 0.97437 -0.017 0.177 0.033 0.494
H 2.16811 3.84793 -1.05012 0.111 0.125 -0.029 0.493
C 5.88393 -4.76526 -0.58877 0.067 0.036 0.063 -0.644
C 4.66250 -3.92613 -0.24935 -0.041 -0.002 -0.089 -0.064
O 4.75323 -3.24681 0.98609 -0.041 -0.072 0.107 -0.529
C 5.81568 -2.32087 1.11412 0.096 0.085 0.010 -0.063
C 5.79978 -1.20553 0.08316 -0.106 -0.042 -0.089 -0.648
H 6.08097 -5.49026 0.20259 -0.013 -0.010 -0.004 0.208
H 5.71817 -5.30461 -1.52237 -0.023 -0.011 0.001 0.210
H 6.77929 -4.15455 -0.71335 -0.013 0.014 -0.048 0.201
H 3.79154 -4.57456 -0.15331 -0.021 0.021 0.038 0.187
H 4.44095 -3.22264 -1.05980 0.049 0.003 -0.013 0.162
H 6.78148 -2.84188 1.10215 0.004 -0.006 -0.051 0.149
H 5.70226 -1.89518 2.11103 -0.052 -0.027 0.013 0.191
H 5.92866 -1.58549 -0.93188 0.062 0.008 0.008 0.197
H 6.61118 -0.50390 0.27982 -0.002 0.006 0.034 0.212
H 4.85428 -0.66308 0.12005 0.005 0.011 0.029 0.229
C -0.68477 -0.53735 -5.03926 -0.082 0.019 0.006 -0.645
C -0.00229 -1.26149 -3.89004 0.005 -0.016 -0.061 -0.059
O -0.68533 -1.16115 -2.66176 0.174 -0.038 0.096 -0.518
C -2.00004 -1.67110 -2.61959 -0.131 0.020 0.047 -0.065
C -2.10024 -3.15735 -2.92716 0.102 -0.009 -0.067 -0.643
H -0.82962 0.51424 -4.78972 0.016 0.003 0.011 0.222
H -0.07195 -0.60286 -5.94010 0.022 0.007 0.009 0.204
H -1.66189 -0.96470 -5.27038 0.023 -0.039 -0.026 0.198
H 0.97361 -0.81006 -3.70849 -0.004 0.006 0.048 0.189
H 0.17951 -2.31298 -4.15064 -0.050 -0.007 -0.043 0.146
H -2.65933 -1.09439 -3.27922 0.006 -0.036 -0.042 0.155
H -2.34001 -1.48364 -1.60172 0.038 0.065 0.011 0.206
H -1.78527 -3.39045 -3.94639 -0.043 0.013 -0.017 0.194
H -3.13232 -3.49245 -2.81457 -0.009 0.009 0.027 0.209
H -1.47142 -3.73021 -2.24374 -0.013 0.004 0.019 0.210



# 4
8
Properties=species:S:1:pos:R:3:forces:R:3:nbo_charge:R:1 method="wB97M-V/def2-TZVPD" homo_energy_ev="-12.213 / -12.769" charge=+1 multiplicity=4 largest_force_ha_per_bohr=0.102 orbital_gap_ev="6.788 / 7.017"
O -2.44444 -1.23066 -0.84290 0.546 0.449 0.796 -0.611
C -1.44147 -0.50312 -0.44314 -0.080 0.336 -0.908 0.449
C -0.53509 0.28857 -0.24255 0.699 0.466 0.997 -0.223
H -2.24115 -1.72587 -1.64752 0.111 0.035 -0.142 0.524
C 0.69608 0.78445 0.41316 0.109 -2.739 -4.472 0.113
C 0.87855 0.37512 1.69699 1.068 0.825 2.158 -0.262
O 1.80538 0.88925 -0.37677 -1.248 1.073 2.240 -0.752
Tm 3.28213 1.12226 1.44273 -1.206 -0.444 -0.669 1.763



# 5
12
Properties=species:S:1:pos:R:3:forces:R:3:nbo_charge:R:1 method="wB97M-V/def2-TZVPD" smiles=NPCC(Cl)(Cl)Cl homo_energy_ev=-9.339 charge=0 multiplicity=1 largest_force_ha_per_bohr=0.070 orbital_gap_ev=9.785 e_above_lowest_kcal_mol=9.0
N 1.52294 -1.37791 -0.60509 -2.350 -2.345 1.423 -1.139
P 1.25660 -0.57084 0.92819 -0.437 0.155 -2.140 0.751
C -0.11036 0.82505 0.47551 0.177 -0.297 2.798 -0.749
C -1.50605 0.40205 -0.02024 1.108 0.099 -0.011 -0.075
Cl -2.85851 1.52626 0.44763 0.895 -0.376 -0.433 0.010
Cl -1.40685 0.28728 -1.84488 -0.386 -0.153 0.990 -0.017
Cl -1.81621 -1.13926 0.76069 -0.687 -0.632 -0.282 0.029
H 1.68599 -0.87277 -1.42173 0.611 1.495 -1.256 0.371
H 0.69400 -1.99721 -0.88534 1.627 0.961 0.974 0.383
H 2.48799 0.19640 0.80344 -0.971 0.138 0.067 -0.046
H -0.24890 1.19249 1.57311 0.142 0.064 -2.031 0.246
H 0.29938 1.52845 -0.21128 0.272 0.890 -0.099 0.237



# 6
21
Properties=species:S:1:pos:R:3:forces:R:3:lowdin_charge:R:1 method="wB97M-V/def2-TZVPD" homo_energy_ev="-16.373 / -16.378" charge=+2 multiplicity=6 largest_force_ha_per_bohr=0.106 orbital_gap_ev="4.739 / 7.039" e_above_lowest_kcal_mol=65.8
C 0.14352 1.96865 -1.75880 0.089 1.089 -0.456 0.059
O -0.29365 1.02092 -0.74502 0.663 -1.438 0.556 -0.212
C -1.37208 1.28334 -0.03549 0.374 1.635 0.174 -0.156
O -1.80885 0.32451 0.65790 1.177 -1.665 1.449 0.102
C -0.92317 -0.81241 1.05472 -3.684 0.201 -0.199 -0.147
C -1.11336 -1.96872 0.10881 0.493 -0.917 -0.167 -0.145
O 0.04723 -1.96534 -0.76846 0.016 0.566 0.409 -0.433
C 0.12606 -3.01696 -1.71420 0.033 -1.340 -1.053 -0.009
Dy 1.27950 -0.52757 0.34566 1.190 0.880 -0.068 1.991
H 0.83297 1.40108 -2.38838 -0.344 0.175 -0.167 0.113
H -0.74866 2.34511 -2.26677 0.315 -0.246 -0.178 0.139
H 0.65729 2.81945 -1.30367 -0.075 -0.193 0.192 0.127
H -1.26332 -1.04316 2.06444 0.499 0.227 0.188 0.154
H -2.02083 -1.90989 -0.51217 0.181 0.244 0.322 0.178
H -1.09691 -2.91747 0.66570 -0.130 0.209 -0.091 0.163
H 0.42078 -3.94876 -1.20981 -0.130 0.250 -0.187 0.125
H -0.84478 -3.15109 -2.21066 0.291 0.091 0.128 0.128
H 0.87693 -2.73517 -2.45877 -0.175 -0.104 0.148 0.118
O -2.15674 3.69541 0.11324 0.850 -2.105 0.766 0.133
C -1.40485 2.95075 0.70462 -1.308 5.259 -0.786 -0.553
O -0.52618 3.05158 1.54691 -0.324 -2.816 -0.980 0.125